Entry from the Open Molecules 2025 dataset: 6 unconnected molecules or ions with the total composition C33H61Cl2F3N9O2P (ωB97M-V/def2-TZVPD).

Summary:
LUMO energy: 0.384 eV
Structure (SMILES): CNC[C@H](N/C(Cl)=C(/C)Cl)[C@@H](CCCCN)O[C@H](P(N)O)C(F)(F)F.CCCC#N.CCCC#N.CCCC#N.CCCC#N.CCCC#N
Gap between HOMO and LUMO: 8.6 eV

CARTESIAN COORDINATES (ANGSTROEM)
C1 3.720 -2.162 1.859
N1 3.128 -1.142 0.911
C2 2.061 -1.752 0.026
C3 0.808 -2.441 0.889
N2 -0.122 -3.038 -0.155
C4 -0.034 -4.548 -0.215
Cl1 1.499 -5.328 -0.997
C5 -1.072 -5.504 0.285
C6 -0.930 -7.158 0.233
Cl2 -2.645 -4.827 1.028
C7 0.056 -1.302 1.855
C8 -0.463 -0.124 0.840
C9 -1.956 0.470 1.167
C10 -3.130 -0.376 0.335
C11 -4.217 -1.035 1.378
N3 -5.491 -1.524 0.666
O1 -1.005 -2.010 2.587
C12 -1.156 -1.527 3.968
P1 0.318 -1.944 5.127
N4 0.093 -0.999 6.665
O2 0.354 -3.680 5.502
C13 -2.542 -2.193 4.621
F1 -2.386 -2.605 6.035
F2 -3.641 -1.164 4.598
F3 -3.039 -3.370 3.872
H1 3.447 -3.282 1.549
H2 3.482 -1.933 2.982
H3 4.899 -2.093 1.728
H4 2.783 -0.286 1.401
H5 2.581 -2.602 -0.624
H6 1.686 -0.946 -0.748
H7 1.198 -3.340 1.554
H8 -1.104 -2.696 -0.054
H9 -0.201 -7.546 1.063
H10 -2.002 -7.602 0.511
H11 -0.636 -7.470 -0.862
H12 0.900 -0.841 2.521
H13 0.297 0.789 0.960
H14 -0.445 -0.420 -0.296
H15 -1.990 1.565 0.695
H16 -2.200 0.602 2.304
H17 -2.632 -1.157 -0.395
H18 -3.732 0.376 -0.359
H19 -3.711 -2.021 1.803
H20 -4.457 -0.340 2.296
H21 -5.149 -1.921 -0.242
H22 -5.804 -2.381 1.212
H23 -1.319 -0.354 4.056
H24 0.810 -0.245 6.741
H25 -0.869 -0.561 6.545
H26 0.192 -4.100 4.589
C14 -2.645 1.049 -2.797
C15 -2.061 2.326 -3.387
C16 -0.589 2.186 -3.773
C17 0.267 1.923 -2.610
N5 0.937 1.704 -1.687
H27 -2.134 0.765 -1.871
H28 -3.704 1.191 -2.561
H29 -2.561 0.217 -3.503
H30 -2.188 3.146 -2.670
H31 -2.637 2.593 -4.282
H32 -0.259 3.114 -4.257
H33 -0.472 1.384 -4.510
C18 -5.345 -1.037 -6.897
C19 -4.761 0.240 -7.487
C20 -3.289 0.100 -7.873
C21 -2.433 -0.163 -6.710
N6 -1.763 -0.382 -5.787
H34 -4.834 -1.320 -5.971
H35 -6.404 -0.895 -6.661
H36 -5.261 -1.869 -7.603
H37 -4.888 1.060 -6.770
H38 -5.337 0.507 -8.382
H39 -2.959 1.028 -8.357
H40 -3.172 -0.702 -8.610
C22 4.378 2.836 1.034
C23 3.343 3.731 1.705
C24 3.289 3.547 3.221
C25 2.870 2.192 3.601
N7 2.549 1.116 3.894
H41 4.149 1.776 1.183
H42 4.396 3.022 -0.044
H43 5.379 3.030 1.431
H44 2.358 3.536 1.265
H45 3.590 4.777 1.485
H46 2.581 4.272 3.642
H47 4.269 3.770 3.658
C26 0.757 7.677 5.024
C27 1.779 7.675 6.154
C28 3.086 8.370 5.778
C29 3.784 7.685 4.683
N8 4.325 7.143 3.810
H48 1.127 7.133 4.149
H49 -0.168 7.192 5.349
H50 0.517 8.700 4.716
H51 1.975 6.641 6.461
H52 1.343 8.188 7.021
H53 3.741 8.397 6.658
H54 2.888 9.411 5.498
C30 3.806 -4.073 -4.320
C31 2.941 -2.818 -4.309
C32 2.064 -2.687 -5.554
C33 2.859 -2.547 -6.780
N9 3.493 -2.447 -7.748
H55 4.506 -4.070 -5.162
H56 4.395 -4.134 -3.400
H57 3.187 -4.973 -4.390
H58 3.586 -1.937 -4.206
H59 2.295 -2.846 -3.423
H60 1.419 -1.807 -5.443
H61 1.403 -3.558 -5.637

Atomic partial charges in e from the Mulliken method, atoms 1 to 4: number 1, C, carries -0.64; number 2, N, carries -0.04; number 3, C, carries -0.41; number 4, C, carries -0.29



Entry from the Open Molecules 2025 dataset: a molecular structure, C4H11AgBF6NO8S2 (ωB97M-V/def2-TZVPD).

Summary:
Net charge: -1
Spin multiplicity: 2
LUMO energy (alpha / beta): 1.260 / -1.362 eV
Gap between HOMO and LUMO (alpha / beta): 7.2 / 4.6 eV

CARTESIAN COORDINATES (ANGSTROEM)
Ag1 -0.232 1.024 -1.475
C1 -0.835 -0.525 3.966
F1 -1.892 -1.180 3.363
F2 -1.180 -0.302 5.247
F3 0.206 -1.363 3.986
S1 -0.314 1.067 3.045
O1 -1.578 1.502 2.416
O2 0.230 2.004 4.064
N1 0.841 0.567 1.759
S2 2.249 0.584 2.422
O3 2.924 1.843 2.126
O4 2.365 0.326 3.856
C2 3.147 -0.730 1.419
F4 3.238 -0.495 0.096
F5 4.455 -0.727 1.866
F6 2.711 -1.925 1.677
C3 -2.261 -4.138 -0.549
C4 -1.915 -2.745 -1.000
O5 -0.801 -2.613 -1.643
O6 -2.608 -1.721 -0.764
H1 -2.500 -4.773 -1.402
H2 -3.005 -4.127 0.248
H3 -1.479 -4.613 0.043
B1 -0.068 0.473 -4.906
H4 -0.709 -0.393 -4.944
H5 0.762 0.174 -4.284
H6 0.353 0.671 -5.880
H7 -0.640 1.264 -4.446
O7 -2.596 3.203 -1.583
H8 -3.395 2.996 -2.067
H9 -2.800 4.014 -1.116
O8 2.171 3.271 -1.857
H10 2.034 4.214 -1.763
H11 3.121 3.172 -1.921

Atomic partial charges in e from the Mulliken method, atoms 1 to 4: number 1, Ag, carries 0.77; number 2, C, carries 0.67; number 3, F, carries -0.23; number 4, F, carries -0.23



Entry from the Open Molecules 2025 dataset: C16H21N3O4S in the gas phase (ωB97M-V/def2-TZVPD).

Summary:
LUMO energy: 0.262 eV
Structure (SMILES): CCC1=C(C)CN(C(=O)NCCc2ccc(S(N)(=O)=O)cc2)C1=O
Gap between HOMO and LUMO: 9.9 eV

CARTESIAN COORDINATES (ANGSTROEM)
O1 -0.608 2.951 1.736
O2 -0.719 -1.038 1.882
O3 4.228 -3.996 -6.456
O4 2.147 -4.911 -5.956
C1 -1.462 2.205 2.206
C2 -0.711 0.072 1.405
C3 -3.115 1.651 3.687
C4 -2.289 2.658 3.379
C5 1.271 -1.171 -3.547
C6 3.409 -1.409 -2.313
C7 1.670 -2.252 -4.353
C8 3.741 -2.486 -3.185
C9 2.109 -0.807 -2.559
C10 2.945 -2.889 -4.249
N1 -1.697 0.897 1.878
N2 0.332 0.456 0.608
N3 4.053 -5.406 -4.478
C11 -4.270 1.523 4.731
C12 -2.694 0.408 2.868
C13 -2.534 5.010 3.053
C14 -2.275 3.922 4.115
C15 1.502 0.218 -1.577
C16 0.805 -0.541 -0.407
S1 3.303 -4.254 -5.406
H1 0.326 -0.690 -3.700
H2 4.120 -1.071 -1.537
H3 0.998 -2.585 -5.161
H4 4.670 -3.016 -2.929
H5 0.368 1.433 0.221
H6 3.446 -5.575 -3.722
H7 4.086 -6.225 -5.050
H8 -3.906 0.766 5.520
H9 -5.125 1.043 4.396
H10 -4.651 2.465 5.153
H11 -3.556 0.090 2.319
H12 -2.409 -0.396 3.500
H13 -2.849 5.951 3.473
H14 -3.183 4.602 2.270
H15 -1.549 5.194 2.596
H16 -3.168 3.951 4.776
H17 -1.296 4.009 4.673
H18 0.871 0.977 -2.030
H19 2.328 0.738 -1.099
H20 1.371 -1.405 0.013
H21 -0.034 -1.067 -0.746

Atomic partial charges in e from the Mulliken method, atoms 1 to 4: number 1, O, carries -0.71; number 2, O, carries -0.67; number 3, O, carries -0.66; number 4, O, carries -0.65